(1)
# C14H35BBr4NO2P

A 3-piece molecular cluster, C14H35BBr4NO2P overall (the ωB97M-V functional and the def2-TZVPD basis, OMol25).

* structure (SMILES): CCCCCC[PH](N)(CCO)B(O)CC.BrCCBr.BrCCBr
* max |F|: 0.300 eV/Å
* frontier orbital gap: 8.2 eV
* M: 610.841 g mol⁻¹

CARTESIAN COORDINATES (ANGSTROEM)
1 C 1.560 -2.959 1.685
2 C 2.534 -3.919 1.007
3 C 2.797 -3.667 -0.484
4 C 1.555 -3.581 -1.386
5 C 1.698 -2.612 -2.565
6 C 0.375 -2.155 -3.179
7 P -0.846 -1.228 -2.148
8 N -2.258 -1.891 -3.219
9 C 0.469 -0.288 -1.095
10 C 1.315 0.720 -1.871
11 O 0.581 1.902 -2.183
12 B -1.792 -1.982 -0.637
13 O -1.863 -3.327 -0.407
14 C -2.584 -1.024 0.322
15 C -3.688 -1.705 1.135
16 H 1.494 -3.176 2.752
17 H 0.548 -3.031 1.285
18 H 1.897 -1.924 1.583
19 H 3.495 -3.840 1.524
20 H 2.201 -4.951 1.156
21 H 3.398 -2.757 -0.594
22 H 3.428 -4.484 -0.844
23 H 0.678 -3.321 -0.791
24 H 1.361 -4.579 -1.797
25 H 2.323 -1.766 -2.274
26 H 2.251 -3.117 -3.363
27 H -0.166 -3.006 -3.593
28 H 0.561 -1.500 -4.035
29 H -1.273 0.033 -2.608
30 H -2.814 -2.653 -2.839
31 H -2.911 -1.148 -3.448
32 H -0.104 0.286 -0.352
33 H 1.106 -0.958 -0.512
34 H 1.636 0.325 -2.838
35 H 2.229 0.972 -1.316
36 H 0.054 2.124 -1.403
37 H -1.397 -3.876 -1.053
38 H -2.998 -0.204 -0.278
39 H -1.864 -0.540 0.995
40 H -4.386 -2.236 0.485
41 H -3.276 -2.443 1.825
42 H -4.256 -0.979 1.719
43 Br -0.376 7.322 -0.128
44 C 0.977 5.991 0.279
45 C 0.701 4.667 -0.380
46 Br -0.791 3.721 0.449
47 H 1.013 5.915 1.363
48 H 1.918 6.391 -0.090
49 H 1.559 4.006 -0.282
50 H 0.441 4.767 -1.429
51 Br 0.572 3.188 4.430
52 C -1.031 4.133 4.992
53 C -1.409 5.224 4.026
54 Br -0.217 6.752 4.140
55 H -0.829 4.519 5.986
56 H -1.819 3.385 5.040
57 H -2.405 5.602 4.249
58 H -1.370 4.883 2.996



(2)
# C14H35BeBr2CaFKNbO8P

C14H35BeBr2CaFKNbO8P as an isolated structure in a non-equilibrium geometry (the ωB97M-V functional and the def2-TZVPD basis, OMol25).

* total charge: +1
* max |F|: 5.845 eV/Å
* frontier orbital gap: 1.9 eV
* M: 722.300 g mol⁻¹

CARTESIAN COORDINATES (ANGSTROEM)
1 O 5.434 -1.317 -0.787
2 C 4.417 -0.482 -1.014
3 C 3.475 -0.647 -2.386
4 Nb 1.707 -1.979 -1.742
5 Br -0.250 -3.555 -0.816
6 P 0.190 0.068 -1.680
7 O 0.214 0.826 -0.257
8 H 4.127 0.367 -0.226
9 H 3.140 0.414 -2.786
10 H 4.095 -1.145 -3.276
11 H 2.138 -1.640 -0.007
12 H 2.864 -3.381 -1.790
13 H 1.166 -2.266 -3.444
14 H -1.153 -0.338 -2.036
15 H 0.589 1.096 -2.650
16 Be -2.553 -3.528 -0.356
17 Br -0.053 -0.297 1.319
18 K -1.253 -2.538 1.601
19 O -2.317 -5.476 4.195
20 H -1.988 -5.433 5.074
21 C -6.559 -0.816 -2.588
22 C -5.043 -0.718 -2.542
23 O -4.385 -1.925 -2.920
24 C -4.642 -2.402 -4.238
25 C -4.240 -1.421 -5.326
26 H -6.911 -1.628 -1.939
27 H -7.013 0.123 -2.255
28 H -6.924 -1.025 -3.596
29 H -4.737 -0.502 -1.513
30 H -4.683 0.116 -3.151
31 H -5.694 -2.691 -4.336
32 H -4.059 -3.322 -4.360
33 H -4.797 -0.483 -5.259
34 H -4.424 -1.851 -6.314
35 H -3.175 -1.174 -5.244
36 C -3.828 6.298 1.870
37 C -2.835 6.562 0.753
38 O -1.510 6.197 1.160
39 C -1.215 4.877 1.081
40 O -1.966 3.993 0.696
41 O 0.054 4.701 1.527
42 C 0.472 3.338 1.561
43 H -3.507 6.788 2.795
44 H -4.822 6.665 1.600
45 H -3.903 5.228 2.087
46 H -2.816 7.634 0.529
47 H -3.119 6.045 -0.171
48 H 0.318 2.851 0.592
49 H -0.063 2.804 2.352
50 H 1.539 3.316 1.790
51 C 5.324 -1.702 2.293
52 C 6.446 -1.475 3.274
53 C 5.736 -0.769 4.408
54 O 4.386 -1.251 4.419
55 C 4.155 -1.987 3.210
56 H 5.517 -2.511 1.585
57 H 5.138 -0.784 1.724
58 H 6.837 -2.439 3.620
59 H 7.277 -0.896 2.865
60 H 5.703 0.314 4.244
61 H 6.203 -0.960 5.379
62 H 4.105 -3.050 3.471
63 H 3.197 -1.690 2.774
64 Ca 7.187 -2.734 1.571
65 F 3.287 -4.393 3.582



(3)
# C14H35BeN3S2

C14H35BeN3S2 as an isolated structure in a non-equilibrium geometry (the ωB97M-V functional and the def2-TZVPD basis, OMol25).

* total charge: +2
* max |F|: 6.358 eV/Å
* frontier orbital gap: 4.1 eV
* M: 318.601 g mol⁻¹

CARTESIAN COORDINATES (ANGSTROEM)
1 Be 1.442 -0.205 -1.918
2 S -0.091 1.392 -0.233
3 S 0.155 -1.816 -0.776
4 C -1.925 1.614 -0.122
5 C 0.041 2.110 -1.894
6 C -0.634 1.185 -2.899
7 N 0.281 0.022 -3.180
8 C -0.424 -1.332 -3.389
9 C 0.266 -2.375 -2.525
10 H 1.110 2.305 -2.079
11 H -0.502 3.055 -1.797
12 H -0.857 1.730 -3.829
13 H -1.586 0.785 -2.527
14 H -0.364 -1.612 -4.446
15 H -1.487 -1.218 -3.140
16 H 1.325 -2.534 -2.763
17 H -0.263 -3.326 -2.552
18 C -1.662 -2.127 -0.664
19 H 0.735 0.253 -4.067
20 H -2.263 -1.223 -0.819
21 H -1.881 -2.532 0.329
22 H -1.944 -2.890 -1.402
23 H -2.115 2.342 0.663
24 H -2.417 0.675 0.158
25 H -2.321 1.982 -1.072
26 C 2.813 -0.192 -3.072
27 C 3.096 -0.573 -1.739
28 H 3.162 0.808 -3.418
29 H 2.852 -0.941 -3.888
30 H 3.720 0.105 -1.143
31 H 3.232 -1.638 -1.494
32 C 3.142 1.273 1.108
33 N 2.255 0.234 1.573
34 C 2.775 -1.115 1.549
35 C 1.270 0.563 2.559
36 C 0.011 -0.320 2.455
37 N -1.224 0.432 2.388
38 C -2.430 -0.355 2.618
39 C -1.274 1.698 3.111
40 H 4.171 0.893 1.141
41 H 3.067 2.179 1.726
42 H 2.912 1.560 0.067
43 H 3.853 -1.065 1.396
44 H 2.547 -1.635 2.498
45 H 2.323 -1.689 0.715
46 H 1.686 0.371 3.568
47 H 1.069 1.642 2.464
48 H 0.063 -0.978 1.553
49 H -0.014 -0.990 3.345
50 H -2.481 -1.204 1.921
51 H -2.470 -0.735 3.655
52 H -3.301 0.299 2.455
53 H -0.867 1.602 4.128
54 H -0.729 2.472 2.569
55 H -2.322 2.008 3.183



(4)
# C14H35ClN2O8

A 6-piece molecular cluster, C14H35ClN2O8 overall in a non-equilibrium geometry (the ωB97M-V functional and the def2-TZVPD basis, OMol25).

* energy above the lowest of the compared OMol25 structures with the same formula, charge and spin: 247.3 kJ/mol
* max |F|: 3.041 eV/Å
* frontier orbital gap: 8.3 eV
* M: 394.893 g mol⁻¹

CARTESIAN COORDINATES (ANGSTROEM)
1 C 0.792 2.016 6.105
2 C 1.252 2.342 4.614
3 N 0.834 1.317 3.687
4 C -0.448 1.227 3.130
5 C -0.459 -0.010 2.421
6 N 0.790 -0.523 2.440
7 C 1.600 0.302 3.193
8 C 1.129 -1.815 1.866
9 H -0.296 2.014 6.174
10 H 1.146 2.836 6.730
11 H 1.336 1.206 6.590
12 H 2.324 2.511 4.513
13 H 0.821 3.257 4.209
14 H -1.184 1.939 3.471
15 H -1.264 -0.561 1.958
16 H 2.597 0.148 3.578
17 H 0.410 -2.171 1.128
18 H 1.209 -2.459 2.742
19 H 2.144 -1.790 1.470
20 Cl -0.814 -0.731 -1.164
21 C 3.373 2.608 -1.386
22 C 2.446 1.449 -0.932
23 O 1.410 1.347 -1.874
24 O 4.219 2.092 -2.440
25 H 3.965 2.837 -0.499
26 H 2.723 3.412 -1.729
27 H 1.908 1.679 -0.012
28 H 3.048 0.552 -0.787
29 H 0.686 0.837 -1.503
30 H 4.805 1.409 -2.107
31 C -3.221 -3.812 -1.842
32 C -2.691 -3.639 -3.301
33 O -2.724 -2.306 -3.741
34 O -2.202 -3.579 -0.863
35 H -3.577 -4.835 -1.720
36 H -4.016 -3.091 -1.650
37 H -3.388 -4.210 -3.915
38 H -1.709 -4.109 -3.358
39 H -2.158 -1.785 -3.168
40 H -1.805 -2.730 -1.068
41 C -3.127 2.075 -0.579
42 C -4.089 3.182 -0.251
43 O -3.560 4.476 0.021
44 O -2.450 1.643 0.584
45 H -2.539 2.426 -1.427
46 H -3.715 1.212 -0.892
47 H -4.468 2.893 0.729
48 H -4.823 3.300 -1.049
49 H -3.779 5.063 -0.706
50 H -1.792 0.994 0.324
51 C 2.042 -2.273 -3.691
52 C 2.521 -2.587 -2.278
53 O 1.487 -2.912 -1.356
54 O 1.355 -1.011 -3.662
55 H 1.225 -2.949 -3.944
56 H 2.897 -2.293 -4.367
57 H 2.965 -1.660 -1.917
58 H 3.216 -3.427 -2.288
59 H 0.848 -2.197 -1.308
60 H 0.775 -1.138 -2.908



(5)
# C14H36B3BrINO6

A 4-piece molecular cluster, C14H36B3BrINO6 overall (the ωB97M-V functional and the def2-TZVPD basis, OMol25).

* structure (SMILES): NCCCCCB1OB(Br)OB(I)O1.CC(C)O.CC(C)O.CC(C)O
* max |F|: 0.927 eV/Å
* frontier orbital gap: 9.3 eV
* M: 553.687 g mol⁻¹

CARTESIAN COORDINATES (ANGSTROEM)
1 N 0.636 -1.761 1.302
2 C 1.309 -0.781 0.444
3 C 1.169 0.645 0.964
4 C -0.191 1.323 0.755
5 C -1.424 0.441 0.959
6 C -2.706 1.276 1.199
7 B -3.835 0.223 1.288
8 O -4.232 -0.368 2.489
9 B -4.350 -1.730 2.447
10 Br -3.577 -2.831 3.789
11 O -4.960 -2.306 1.346
12 B -4.619 -1.692 0.160
13 I -4.322 -2.863 -1.588
14 O -4.396 -0.346 0.133
15 H 1.159 -1.880 2.161
16 H 0.573 -2.661 0.847
17 H 0.892 -0.859 -0.565
18 H 2.379 -1.003 0.357
19 H 1.446 0.664 2.023
20 H 1.910 1.255 0.443
21 H -0.270 2.179 1.432
22 H -0.219 1.733 -0.260
23 H -1.572 -0.183 0.071
24 H -1.256 -0.244 1.793
25 H -2.605 1.838 2.129
26 H -2.852 1.974 0.371
27 C -4.750 1.640 -4.138
28 C -5.589 0.517 -4.728
29 C -6.642 0.029 -3.748
30 O -4.760 -0.566 -5.147
31 H -4.233 1.287 -3.241
32 H -4.002 1.976 -4.856
33 H -5.373 2.491 -3.857
34 H -6.068 0.866 -5.646
35 H -6.139 -0.359 -2.859
36 H -7.234 -0.775 -4.186
37 H -7.313 0.833 -3.442
38 H -4.321 -0.919 -4.365
39 C 3.762 5.518 -0.312
40 C 3.422 4.364 0.617
41 C 4.448 4.203 1.727
42 O 3.275 3.148 -0.116
43 H 4.729 5.342 -0.792
44 H 3.006 5.617 -1.091
45 H 3.824 6.459 0.237
46 H 2.436 4.532 1.058
47 H 5.433 3.992 1.300
48 H 4.175 3.376 2.382
49 H 4.528 5.112 2.324
50 H 4.120 2.944 -0.532
51 C 4.949 -4.625 0.150
52 C 4.711 -3.947 1.489
53 C 4.692 -4.941 2.638
54 O 3.506 -3.181 1.460
55 H 4.148 -5.339 -0.059
56 H 4.968 -3.888 -0.653
57 H 5.895 -5.169 0.147
58 H 5.495 -3.208 1.664
59 H 3.884 -5.665 2.497
60 H 4.530 -4.428 3.585
61 H 5.631 -5.494 2.696
62 H 2.771 -3.784 1.308



(6)
# C14H36N3O3PS

A 4-piece molecular cluster, C14H36N3O3PS overall in a non-equilibrium geometry (the ωB97M-V functional and the def2-TZVPD basis, OMol25).

* structure (SMILES): CC[PH3]CSCC.CNC(C)=O.CNC(C)=O.CNC(C)=O
* energy above the lowest of the compared OMol25 structures with the same formula, charge and spin: 85.8 kJ/mol
* max |F|: 2.667 eV/Å
* frontier orbital gap: 8.5 eV
* M: 357.501 g mol⁻¹

CARTESIAN COORDINATES (ANGSTROEM)
1 C 1.505 -1.370 -1.154
2 C 1.897 0.090 -1.869
3 P 0.429 1.285 -1.421
4 C -1.146 2.301 -0.898
5 S -2.173 1.162 0.201
6 C -3.977 1.146 -0.321
7 C -4.258 0.139 -1.619
8 H 1.066 -1.072 -0.093
9 H 0.604 -1.846 -1.749
10 H 2.417 -2.099 -1.074
11 H 2.936 0.481 -1.435
12 H 2.016 0.003 -3.035
13 H 1.069 1.660 -0.153
14 H 0.704 2.155 -2.539
15 H -0.455 0.114 -1.495
16 H -0.728 3.152 -0.175
17 H -1.726 2.747 -1.811
18 H -4.447 2.202 -0.510
19 H -4.577 0.662 0.591
20 H -5.297 0.320 -2.128
21 H -4.224 -0.990 -1.247
22 H -3.354 0.267 -2.383
23 C -1.633 0.417 4.131
24 N -0.867 1.595 3.801
25 C -0.091 2.355 4.626
26 C 0.006 1.950 6.072
27 O 0.500 3.335 4.182
28 H -1.273 -0.407 3.511
29 H -2.681 0.616 3.892
30 H -1.546 0.145 5.184
31 H -0.884 1.929 2.843
32 H 0.657 2.649 6.603
33 H -0.984 1.979 6.535
34 H 0.435 0.948 6.151
35 C 6.779 2.912 1.406
36 N 5.890 1.847 1.008
37 C 5.872 1.161 -0.171
38 C 6.890 1.529 -1.216
39 O 5.042 0.274 -0.352
40 H 7.303 2.596 2.311
41 H 6.172 3.793 1.631
42 H 7.506 3.160 0.632
43 H 5.177 1.544 1.661
44 H 6.752 0.898 -2.098
45 H 6.759 2.572 -1.513
46 H 7.898 1.366 -0.828
47 C -4.933 -5.515 -3.470
48 N -4.167 -4.337 -3.801
49 C -3.391 -3.577 -2.975
50 C -3.294 -3.982 -1.529
51 O -2.800 -2.597 -3.420
52 H -4.573 -6.339 -4.091
53 H -5.981 -5.316 -3.709
54 H -4.846 -5.787 -2.418
55 H -4.184 -4.003 -4.758
56 H -2.643 -3.283 -0.998
57 H -4.284 -3.953 -1.067
58 H -2.865 -4.984 -1.451



(7)
# C14H37AgN3O6

C14H37AgN3O6 as an isolated structure in a non-equilibrium geometry (the ωB97M-V functional and the def2-TZVPD basis, OMol25).

* spin multiplicity: 2
* energy above the lowest of the compared OMol25 structures with the same formula, charge and spin: 523.9 kJ/mol
* max |F|: 3.393 eV/Å
* frontier orbital gap (spin up / spin down): 5.8 / 3.7 eV
* M: 451.333 g mol⁻¹

CARTESIAN COORDINATES (ANGSTROEM)
1 Ag -1.236 1.057 0.284
2 C -0.410 4.474 4.697
3 C -0.544 3.543 3.513
4 O -0.654 2.283 3.714
5 O -0.601 3.972 2.342
6 H -1.018 4.051 5.497
7 H -0.690 5.497 4.446
8 H 0.619 4.632 5.019
9 O -3.623 2.459 -1.020
10 H -4.508 2.461 -0.607
11 C 2.333 -2.588 -0.651
12 C 1.458 -2.785 0.614
13 C 2.237 -3.769 1.551
14 O 1.545 -3.856 2.804
15 C 2.125 -4.664 3.855
16 N 1.375 -1.505 1.310
17 H 3.366 -2.271 -0.505
18 H 1.782 -1.903 -1.294
19 H 2.427 -3.525 -1.200
20 H 0.411 -3.054 0.476
21 H 3.224 -3.341 1.724
22 H 2.428 -4.772 1.169
23 H 2.993 -4.258 4.373
24 H 2.466 -5.630 3.482
25 H 1.350 -4.878 4.592
26 H 1.125 -1.905 2.203
27 H 2.285 -1.133 1.537
28 C 3.217 2.728 -1.273
29 C 2.125 3.277 -2.211
30 C 2.599 3.622 -3.614
31 O 2.757 2.398 -4.347
32 C 2.877 2.471 -5.764
33 N 1.141 2.248 -2.386
34 H 2.835 2.602 -0.260
35 H 4.075 3.399 -1.256
36 H 3.598 1.732 -1.499
37 H 1.728 4.165 -1.720
38 H 3.452 4.294 -3.703
39 H 1.838 4.208 -4.129
40 H 3.588 1.700 -6.057
41 H 3.244 3.431 -6.126
42 H 1.870 2.258 -6.124
43 H 0.479 2.584 -3.071
44 H 1.648 1.637 -3.010
45 C -5.056 -2.367 1.858
46 C -3.806 -1.864 1.142
47 C -3.871 -1.786 -0.410
48 O -2.600 -1.368 -1.015
49 C -2.665 -1.195 -2.375
50 N -3.618 -0.529 1.564
51 H -5.170 -2.186 2.927
52 H -5.102 -3.431 1.622
53 H -5.925 -1.942 1.356
54 H -2.929 -2.463 1.388
55 H -4.691 -1.191 -0.811
56 H -4.140 -2.790 -0.736
57 H -2.915 -2.162 -2.811
58 H -1.662 -0.902 -2.684
59 H -3.459 -0.511 -2.674
60 H -4.482 -0.056 1.786
61 H -3.243 -0.605 2.499



(8)
# C14H37BrN3O4

C14H37BrN3O4 as an isolated structure in a non-equilibrium geometry (the ωB97M-V functional and the def2-TZVPD basis, OMol25).

* total charge: -1
* energy above the lowest of the compared OMol25 structures with the same formula, charge and spin: 1797.0 kJ/mol
* max |F|: 17.676 eV/Å
* frontier orbital gap: 5.5 eV
* M: 391.371 g mol⁻¹

CARTESIAN COORDINATES (ANGSTROEM)
1 Br -0.125 0.559 0.374
2 C -2.549 2.681 -2.202
3 C -1.602 1.429 -2.369
4 C -1.006 1.403 -3.820
5 O -2.065 1.323 -4.815
6 C -1.575 1.547 -6.138
7 N -0.553 1.467 -1.385
8 H -3.055 2.666 -1.236
9 H -3.295 2.654 -2.996
10 H -2.014 3.628 -2.270
11 H -2.123 0.494 -2.165
12 H -0.426 0.485 -3.910
13 H -0.393 2.299 -3.922
14 H -2.322 1.478 -6.928
15 H -0.736 0.865 -6.273
16 H -1.170 2.559 -6.148
17 H 0.181 0.775 -1.432
18 H -0.870 1.401 -0.429
19 C -2.602 -1.381 1.147
20 C -1.675 -0.738 2.114
21 C -2.180 -0.823 3.597
22 O -3.328 0.027 3.752
23 C -3.582 0.389 5.070
24 N -0.351 -1.391 2.035
25 H -3.173 -2.213 1.557
26 H -2.099 -1.839 0.295
27 H -3.272 -0.577 0.842
28 H -1.589 0.286 1.751
29 H -1.389 -0.412 4.225
30 H -2.469 -1.844 3.848
31 H -4.580 0.788 5.248
32 H -2.862 1.111 5.456
33 H -3.559 -0.507 5.690
34 H 0.172 -0.835 2.697
35 H -0.015 -1.068 1.140
36 C 1.149 -3.323 3.294
37 O 1.693 -3.185 1.941
38 C 1.218 -2.006 1.275
39 C 1.918 -1.917 -0.009
40 N 1.590 -0.742 -0.828
41 C 2.367 0.401 -0.366
42 C 3.884 0.357 -0.767
43 O 4.459 1.671 -0.845
44 C 5.697 1.800 -1.612
45 H 1.093 -4.397 3.469
46 H 0.191 -2.845 3.497
47 H 1.865 -2.853 3.969
48 H 1.468 -1.153 1.906
49 H 0.137 -1.960 1.136
50 H 1.587 -2.789 -0.574
51 H 2.958 -2.132 0.234
52 H 0.627 -0.489 -0.660
53 H 2.190 0.729 0.659
54 H 1.894 1.250 -0.860
55 H 3.932 -0.219 -1.692
56 H 4.447 -0.258 -0.065
57 H 6.467 1.206 -1.120
58 H 6.028 2.815 -1.827
59 H 5.391 1.352 -2.557